Entry 1:
Here is C44H38ClCoN5O5S as an isolated structure from the Open Molecules 2025 dataset. Energies are from ωB97M-V with the def2-TZVPD basis set.

The energy relative to the best compared isomer or geometry (same formula, charge and spin) is 561.3 kcal/mol. As for the molecular weight: 843.27 g mol⁻¹. The value obtained for the electronic energy is -124895.2362 eV. Its multiplicity is 2. The lowest unoccupied orbital energy (spin up / spin down) is -1.5 / -1.5 eV.

XYZ file:
```
95
Properties=species:S:1:pos:R:3:mulliken_spin:R:1
Co 1.479 0.713 0.175 1.12
O 6.412 0.400 4.706 0.00
C 5.280 0.827 4.967 0.00
O 4.735 1.193 6.023 0.00
C 4.336 0.903 3.726 0.00
C 4.821 0.675 2.448 -0.01
C 3.941 0.715 1.371 0.00
N 2.649 0.997 1.588 -0.09
C 2.143 1.123 2.823 -0.01
C 2.970 1.116 3.922 0.00
C 0.675 1.202 2.815 0.01
C -0.097 1.211 3.970 0.00
C -1.469 1.331 3.866 0.00
C -2.038 1.462 2.605 0.00
C -1.214 1.391 1.499 -0.01
N 0.110 1.243 1.582 -0.03
C 4.163 0.284 -0.026 -0.03
C 5.303 -0.281 -0.484 0.10
C 5.245 -0.938 -1.775 -0.04
C 4.121 -0.983 -2.500 0.06
C 2.875 -0.265 -2.070 0.00
N 3.016 0.358 -0.758 -0.08
H 5.870 0.442 2.330 0.00
H 2.615 1.259 4.934 0.00
H 0.383 1.125 4.934 0.00
H -2.085 1.344 4.755 0.00
H -3.105 1.584 2.477 0.00
H -1.629 1.463 0.501 0.00
H 6.204 -0.292 0.109 0.01
H 6.146 -1.409 -2.151 0.00
H 4.093 -1.498 -3.453 0.00
H 2.615 0.503 -2.815 0.01
C -3.480 -1.848 -3.550 0.00
C -3.459 -1.709 -2.039 -0.01
C -4.419 -0.842 -1.620 0.00
C -4.076 -0.525 -0.122 0.00
C -3.001 -1.310 0.076 0.00
C -1.433 -2.958 0.251 0.02
N -1.810 -3.846 1.272 0.01
C -1.188 -3.800 2.534 0.00
C -1.803 -4.388 3.637 0.00
C -1.210 -4.289 4.881 0.00
C -0.016 -3.592 5.064 0.00
C 0.595 -2.997 3.980 0.00
C 0.016 -3.110 2.718 0.00
C 0.545 -2.426 1.548 0.00
O -0.087 -2.797 0.368 0.00
O 1.432 -1.631 1.454 0.01
C -2.884 -3.764 -1.294 -0.03
C -3.478 -5.080 -1.601 0.00
H -2.811 -1.078 -3.943 0.00
H -4.474 -1.667 -3.947 0.00
H -3.105 -2.804 -3.920 0.00
H -5.204 -0.397 -2.204 0.00
H -4.529 0.146 0.587 0.00
H -2.469 -1.101 0.996 0.00
H -2.816 -3.951 1.345 0.00
H -2.748 -4.904 3.514 0.00
H -1.694 -4.749 5.733 0.00
H 0.420 -3.514 6.050 0.00
H 1.523 -2.448 4.080 0.00
H -2.737 -5.863 -1.431 0.00
H -3.785 -5.127 -2.649 0.00
H -4.355 -5.289 -0.988 0.00
C -2.791 5.603 -4.862 0.00
C -1.814 5.003 -3.888 0.00
C -0.472 4.849 -4.220 0.00
C 0.431 4.295 -3.319 0.00
C -0.015 3.899 -2.073 0.00
C -1.354 4.034 -1.724 0.00
C -2.241 4.588 -2.627 0.00
S 1.170 3.160 -0.938 0.00
C 1.216 4.509 0.254 0.00
O 2.471 3.212 -1.646 0.00
H -2.297 5.884 -5.790 0.00
H -3.261 6.494 -4.441 0.00
H -3.586 4.895 -5.100 0.00
H -0.125 5.168 -5.196 0.00
H 1.479 4.170 -3.560 0.00
H -1.703 3.716 -0.746 0.00
H -3.284 4.706 -2.356 0.00
H 1.476 5.424 -0.274 0.00
H 1.985 4.256 0.983 0.00
H 0.243 4.597 0.739 0.00
Cl -2.395 -2.364 -0.967 0.01
C -1.121 -1.830 -1.738 -0.01
C -0.205 -2.502 -2.670 0.00
C 1.054 -2.104 -2.843 0.00
C 1.614 -1.125 -1.859 0.00
N 0.581 -0.154 -1.426 -0.05
C -0.654 -0.468 -1.589 0.01
H -0.594 -3.373 -3.191 0.00
H 1.707 -2.605 -3.543 0.00
H 1.877 -1.730 -0.983 0.00
H -1.416 0.254 -1.283 0.00
```

Entry 2:
Here is a 9-piece molecular cluster, C34H57N3O18 overall from the Open Molecules 2025 dataset. Energies are from ωB97M-V with the def2-TZVPD basis set.

Its structure (SMILES) is C[C@H]1COC(=O)O1.C[C@H]1COC(=O)O1.C[C@H]1COC(=O)O1.C[C@H]1COC(=O)O1.COC(=O)OC.COC(=O)OC.CCCC#N.CCCC#N.CCCC#N. The energy relative to the best compared isomer or geometry (same formula, charge and spin) is 24.8 kcal/mol. As for the molecular weight: 795.83 g mol⁻¹. The value obtained for the electronic energy is -77502.2505 eV. The lowest unoccupied orbital energy is -0.2 eV.

XYZ file:
```
112
Properties=species:S:1:pos:R:3:lowdin_charge:R:1
C -15.768 -2.083 10.130 -0.02
C -14.651 -2.642 9.305 -0.34
C -13.444 -3.116 10.118 -0.14
O -13.545 -4.479 10.008 0.06
C -14.456 -4.862 9.026 -0.52
O -14.735 -5.983 8.757 0.16
O -15.059 -3.768 8.515 0.07
H -16.611 -1.759 9.452 0.09
H -15.292 -1.178 10.536 0.10
H -16.223 -2.754 10.891 0.09
H -14.168 -1.874 8.660 0.15
H -13.634 -2.871 11.177 0.14
H -12.419 -2.709 9.829 0.15
C -18.846 0.143 3.019 0.00
C -19.617 -1.196 3.173 -0.29
C -20.803 -1.217 4.057 -0.10
O -21.891 -1.624 3.256 0.14
C -21.521 -1.786 2.036 -0.74
O -22.140 -2.047 1.129 0.24
O -20.266 -1.511 1.949 0.12
H -19.437 0.982 2.682 0.08
H -18.150 0.028 2.245 0.05
H -18.417 0.441 3.996 0.08
H -18.969 -1.972 3.520 0.13
H -20.952 -0.200 4.446 0.12
H -20.557 -1.838 4.954 0.14
C -13.381 1.800 4.480 -0.03
C -13.204 0.770 5.582 -0.32
C -12.157 1.303 6.616 -0.06
O -12.954 1.346 7.800 0.07
C -14.256 1.091 7.512 -0.56
O -15.144 1.044 8.324 0.13
O -14.415 0.673 6.265 0.08
H -13.608 2.752 5.018 0.11
H -14.064 1.562 3.641 0.08
H -12.455 1.873 3.950 0.08
H -12.901 -0.165 5.184 0.13
H -11.803 2.282 6.361 0.12
H -11.248 0.753 6.835 0.13
C -17.982 -5.572 8.929 0.00
C -18.520 -4.304 8.205 -0.32
C -19.359 -4.678 6.923 -0.04
O -20.301 -3.591 6.966 0.06
C -20.387 -3.221 8.244 -0.59
O -21.293 -2.513 8.730 0.10
O -19.414 -3.594 8.994 0.13
H -17.559 -5.164 9.921 0.11
H -17.325 -6.225 8.334 0.09
H -18.837 -6.134 9.343 0.09
H -17.715 -3.692 7.848 0.11
H -19.967 -5.570 7.002 0.14
H -18.600 -4.618 6.138 0.14
C -20.763 1.006 8.788 0.01
O -19.693 0.071 8.658 -0.01
C -19.006 -0.101 7.547 -0.44
O -19.324 0.548 6.350 -0.07
O -17.965 -0.877 7.671 0.00
C -17.156 -1.267 6.544 -0.01
H -20.527 1.781 9.459 0.07
H -21.648 0.436 9.043 0.11
H -20.910 1.432 7.845 0.07
H -16.778 -0.328 6.018 0.11
H -17.593 -1.883 5.825 0.06
H -16.253 -1.815 6.871 0.10
C -11.379 -2.783 1.912 -0.07
O -12.709 -2.748 2.192 0.01
C -13.391 -1.664 2.559 -0.40
O -12.909 -0.403 2.629 -0.02
O -14.643 -1.948 2.978 0.02
C -15.518 -0.905 3.220 -0.06
H -11.222 -2.975 0.876 0.09
H -10.966 -3.659 2.443 0.11
H -10.852 -1.874 2.295 0.11
H -16.542 -1.125 3.408 0.06
H -15.609 -0.113 2.490 0.11
H -15.114 -0.595 4.141 0.06
C -16.664 4.024 8.063 -0.07
C -18.035 3.619 7.405 -0.18
C -19.166 4.614 7.834 -0.21
C -19.423 4.777 9.224 -0.26
N -19.582 4.935 10.350 0.16
H -16.870 4.459 8.981 0.03
H -16.095 4.785 7.450 0.10
H -15.973 3.253 8.149 0.01
H -18.431 2.658 7.811 0.08
H -18.101 3.594 6.315 0.09
H -20.068 4.166 7.448 0.09
H -19.038 5.597 7.317 0.12
C -17.665 2.016 10.521 -0.08
C -17.442 1.194 11.815 -0.24
C -18.178 -0.079 11.903 -0.22
C -17.551 -1.106 12.611 -0.29
N -16.997 -1.848 13.226 0.17
H -17.544 1.377 9.654 0.05
H -16.899 2.849 10.503 0.09
H -18.662 2.482 10.648 0.06
H -17.532 1.698 12.718 0.09
H -16.356 0.932 11.751 0.12
H -18.543 -0.353 10.875 0.13
H -19.088 0.085 12.520 0.14
C -21.299 3.021 4.557 -0.10
C -20.807 4.000 3.433 -0.25
C -20.083 5.205 3.921 -0.20
C -20.604 6.063 5.025 -0.23
N -21.061 6.699 5.837 0.16
H -20.455 2.488 5.100 0.06
H -22.115 2.169 4.230 0.12
H -21.871 3.527 5.334 0.05
H -21.699 4.419 2.995 0.10
H -20.288 3.497 2.630 0.10
H -19.958 5.783 3.021 0.11
H -19.072 5.025 4.316 0.11
```

Entry 3:
Here is one molecule with the formula C2H2N2O3S from the Open Molecules 2025 dataset. Energies are from ωB97M-V with the def2-TZVPD basis set.

Its structure (SMILES) is Oc1noc(=S)n1O. The energy relative to the best compared isomer or geometry (same formula, charge and spin) is 98.4 kcal/mol. As for the molecular weight: 134.12 g mol⁻¹. The value obtained for the electronic energy is -22060.1334 eV. The lowest unoccupied orbital energy is 0.1 eV.

XYZ file:
```
10
Properties=species:S:1:pos:R:3:lowdin_charge:R:1
C -0.428 0.773 -1.177 -0.38
C 0.462 -0.020 0.703 -0.70
H -1.506 1.765 -2.472 0.23
H -0.692 -2.191 0.213 0.12
N 0.253 1.766 -0.691 0.12
N -0.183 -0.340 -0.441 -0.09
O -1.270 0.718 -2.246 0.09
O 0.868 1.276 0.407 -0.03
O -0.934 -1.443 -0.440 0.01
S 0.762 -1.155 1.954 0.63
```

- What is the molecular weight in the third record?
  134.12 g mol⁻¹